Molecular formula: C21H45GaN2P3SSe
Method: DFT, ωB97M-V/def2-TZVPD

Last column: Löwdin charge in e.
Positions of all 74 atoms, in Å:
Ga 1.4132 -0.3402 -1.0603  0.31
P 1.3253 1.9885 -1.2399  0.75
P 0.3875 1.1536 2.3768  0.63
P -4.1431 0.6620 -0.3054  0.91
H -0.3994 -4.7356 -4.8363  0.06
C -0.7722 -4.0653 -5.6154  -0.06
C -0.3315 -2.7857 -5.6350  -0.10
H 0.5753 -2.4680 -5.0965  0.05
C 3.0319 2.5441 -1.5986  -0.22
C 0.6274 3.3093 -0.1742  -0.22
C 0.3876 2.1553 -2.7970  -0.23
C -0.0166 -0.1327 3.6111  -0.33
C 1.9380 1.8316 3.0529  -0.26
C -0.8985 2.3776 2.7787  -0.25
C -4.4788 -0.0088 -1.9465  -0.18
C -3.9693 2.4716 -0.4014  -0.20
C -5.5597 0.2791 0.7626  -0.19
H -1.5178 -4.5456 -6.2905  0.08
H -0.8558 -2.0103 -6.1945  0.06
H 3.6418 1.6917 -1.9110  0.04
H 3.4925 2.9775 -0.7054  0.06
H 3.0091 3.2978 -2.3910  0.07
H 1.0549 3.2758 0.8386  0.01
H -0.4630 3.1869 -0.0958  0.05
H 0.8273 4.3141 -0.5880  0.09
H 0.5639 1.2772 -3.4310  0.05
H 0.6892 3.0638 -3.3341  0.08
H -0.6871 2.2018 -2.5779  0.05
H -0.0921 0.3353 4.6004  0.07
H 0.7465 -0.9238 3.6011  0.03
H -0.9715 -0.6021 3.3259  0.02
H 1.7495 2.3085 4.0265  0.07
H 2.3813 2.5613 2.3629  0.04
H 2.6758 1.0275 3.1573  0.00
H -0.8844 2.5521 3.8670  0.07
H -1.8743 1.9787 2.4603  0.04
H -0.7189 3.3186 2.2384  0.04
H -5.5653 -0.1309 -2.0795  0.08
H -4.0037 -0.9912 -2.0779  0.04
H -4.0954 0.6778 -2.7171  0.07
H -4.9732 2.8911 -0.5766  0.08
H -3.3057 2.7758 -1.2295  0.05
H -3.5729 2.8747 0.5445  0.05
H -6.5050 0.4474 0.2129  0.08
H -5.5533 0.9100 1.6694  0.07
H -5.5010 -0.7825 1.0647  0.07
C -1.4117 -1.9866 -0.4295  -0.63
C -1.0035 -2.0208 -1.7543  -0.19
C -1.6560 -2.8649 -2.6345  -0.07
C -2.6931 -3.6976 -2.2223  -0.04
C -3.1102 -3.6517 -0.8840  -0.05
C -2.4499 -2.8270 0.0333  -0.11
Se -0.3410 -0.8804 0.7247  0.69
H -2.9525 0.0912 0.2581  0.00
H -0.1051 -1.4652 -2.1204  0.02
H -1.2937 -2.9184 -3.6523  0.05
H -3.1719 -4.3772 -2.9368  0.13
H -3.9246 -4.2999 -0.5579  0.12
H -2.6629 -2.8618 1.1060  0.11
S 3.4572 -1.3394 -0.6698  0.74
C 3.8718 -0.8628 0.9729  -0.68
N 3.3901 -1.5514 2.0282  0.05
C 4.1940 -1.6952 3.2621  -0.12
C 4.8278 -0.3674 3.5973  -0.16
C 5.4784 0.3473 2.4353  -0.12
N 4.7771 0.1044 1.1769  0.06
H 2.6839 -2.2630 1.8099  0.15
H 4.9396 -2.4985 3.1206  0.15
H 3.5064 -2.0161 4.0512  0.14
H 5.5960 -0.5524 4.3366  0.14
H 4.1080 0.2896 4.0952  0.10
H 6.5095 0.0079 2.2873  0.15
H 5.5017 1.4285 2.5986  0.14
H 5.1264 0.5334 0.3214  0.15

Calculated values
- HOMO-LUMO gap (spin up / spin down) (eV) = 4.90 / 4.90
- multiplicity = 1
- total charge = +3